# 1
Below is a structure of composition C18H30ClNa2O22, with properties calculated with ωB97M-V with the def2-TZVPD basis set.

```
73
Properties=species:S:1:pos:R:3:forces:R:3
Na -20.634257 3.370924 9.305412 -0.674 -0.418 -0.280
Na -25.159798 3.082163 4.465196 -0.002 -0.635 0.918
Cl -23.940896 4.529690 7.952346 -2.393 0.542 -0.173
O -24.834111 4.223356 6.813319 1.644 -0.481 -0.037
O -22.530124 4.429918 7.655769 0.733 -0.102 -0.767
O -24.288643 5.857611 8.335141 0.588 1.513 -0.077
O -24.231682 3.685200 9.041972 -0.048 -1.482 0.747
C -25.727959 8.942407 6.528192 -0.629 -2.020 -1.761
C -25.065538 9.649810 5.364364 -1.249 -1.517 -1.380
O -24.187333 10.532422 5.988559 1.784 2.662 1.803
C -24.483843 10.629525 7.250221 -2.822 -3.789 -1.956
O -24.104029 11.548485 7.990263 0.762 1.011 0.990
O -25.340815 9.667435 7.644359 2.075 3.392 2.143
H -25.338022 7.929333 6.626827 -0.177 -0.093 0.298
H -26.814648 8.936091 6.443556 0.123 0.011 0.210
H -25.806742 10.171282 4.758752 0.389 0.297 -0.087
H -24.441166 8.998872 4.752368 -0.222 0.064 -0.087
C -24.495347 2.756117 12.507809 1.383 -1.522 -0.104
C -23.585395 1.573579 12.834210 -0.835 -1.133 1.334
O -24.563471 0.499322 12.952443 0.700 -0.632 0.546
C -25.557792 0.754725 12.125625 -2.200 -2.070 -1.902
O -26.361255 -0.061614 11.644428 2.395 2.666 1.737
O -25.507539 2.055380 11.780912 -0.789 1.195 -0.726
H -23.867941 3.392920 11.884157 -0.931 0.551 -0.220
H -24.891512 3.219746 13.411245 -0.060 0.153 -0.255
H -23.087447 1.602849 13.803375 0.120 0.229 -0.199
H -22.907926 1.219597 12.057146 0.142 0.588 -0.189
C -21.936651 8.419617 8.691780 -0.444 -0.140 0.623
C -20.684990 7.620905 8.485788 0.084 -1.787 -0.886
O -19.659647 8.447143 8.903593 1.103 -0.337 0.150
C -20.126490 9.568292 9.461953 0.496 0.860 -0.258
O -19.412222 10.443221 9.826364 -1.044 -0.249 0.238
O -21.497488 9.528747 9.433107 0.676 1.354 0.437
H -22.626988 7.914092 9.367038 -0.461 -0.164 -0.783
H -22.333793 8.756241 7.734140 -0.443 -0.072 0.042
H -20.478739 7.294622 7.466432 -0.228 0.385 -0.238
H -20.714348 6.675228 9.027021 0.118 0.078 0.583
C -28.167153 4.029401 7.546160 0.946 -1.121 0.765
O -28.828337 3.457043 6.412132 -1.234 1.560 0.130
C -28.498368 2.393728 5.720949 1.792 -0.638 1.865
O -27.356995 1.941029 5.619982 -0.306 0.744 -0.715
O -29.586362 1.822675 5.306253 -1.496 -0.098 -0.220
C -29.410704 0.694395 4.471217 0.871 -0.954 -0.681
H -28.851619 4.213632 8.374205 -0.676 0.106 -0.638
H -27.617237 4.948514 7.343837 -0.074 -0.220 -0.469
H -27.507791 3.280138 7.984277 0.471 0.097 -0.319
H -28.886574 1.088645 3.600604 0.131 -0.724 -0.174
H -30.300525 0.147127 4.160066 -0.627 1.120 0.263
H -28.871446 -0.090425 5.001657 0.589 0.318 -0.081
C -20.754694 1.772534 5.311776 -0.680 0.897 0.018
O -21.339231 0.484240 5.501519 0.487 -0.651 0.209
C -22.623122 0.308758 5.299985 -2.354 -0.441 -0.203
O -23.433244 1.167921 4.917944 1.244 -1.001 0.450
O -22.970265 -0.990254 5.610154 2.440 2.780 -0.369
C -24.269754 -1.423432 5.364106 -1.324 -0.657 -0.198
H -21.172233 2.464949 6.042755 -0.157 0.028 0.088
H -21.001833 2.172169 4.328247 0.150 -0.184 -0.056
H -19.675404 1.753251 5.462978 -0.202 -0.653 -0.162
H -25.025530 -0.684866 5.631352 0.074 -0.035 0.236
H -24.348313 -2.338530 5.951072 -0.304 0.202 0.063
H -24.437333 -1.702717 4.323903 0.271 0.145 -0.154
C -24.235634 0.056168 9.175580 -0.849 1.501 0.020
O -23.029562 -0.670879 9.349288 3.029 0.833 -0.119
C -21.805918 -0.025916 9.330938 0.580 -0.927 0.076
O -21.555508 1.196610 9.252357 -0.718 -2.303 0.177
O -20.828126 -1.020148 9.451699 -3.134 1.734 -0.725
C -19.450548 -0.743209 9.468534 1.281 -0.272 0.350
H -25.108041 -0.468110 9.565635 0.602 -0.523 0.251
H -24.477733 0.289802 8.138802 0.527 -0.183 -0.265
H -24.192483 1.013307 9.695308 0.113 0.037 0.016
H -19.179654 0.000598 10.217855 -0.080 -0.089 0.085
H -18.922430 -0.523058 8.540777 -0.913 0.570 -0.573
H -18.994934 -1.708538 9.689083 -0.137 0.095 0.622
```
Forces are in eV/Å.

* frontier orbital gap (spin up / spin down): 8.37 / 2.42 eV
* 2S+1: 2
* LUMO level (spin up / spin down): -0.21683 / -0.43546 Eh
* HOMO (spin up / spin down): -14.3 / -14.3 eV
* total charge: +2


# 2
Below is a structure of composition C18H30CsF3N8SSe4, with properties calculated with ωB97M-V with the def2-TZVPD basis set.

```
65
Properties=species:S:1:pos:R:3:forces:R:3
Cs -0.371525 -0.940349 -0.437467 -0.037 0.113 0.007
C 0.133202 -2.513847 3.596061 0.000 -0.001 -0.011
N 0.748752 -1.205258 3.721918 0.017 -0.015 0.002
C 2.107384 -1.234234 4.237792 0.002 0.007 0.001
C 2.299009 0.172994 4.774058 0.022 0.034 -0.016
N 0.941662 0.533108 5.162352 -0.005 -0.028 -0.009
C 0.707294 1.946576 5.367723 -0.002 0.012 0.020
C 0.068869 -0.122271 4.279599 -0.018 0.053 0.014
N -1.104995 0.315526 4.063813 0.028 -0.054 -0.006
C -1.863965 -0.199261 2.942560 -0.031 0.005 -0.022
C -2.381677 0.988345 2.126601 0.013 -0.014 -0.005
N -3.036022 0.608066 0.887768 -0.009 -0.007 -0.009
C -4.111983 -0.072092 0.850059 0.016 -0.015 0.005
N -4.682736 -0.474283 -0.350465 0.016 0.000 0.016
C -3.857781 -0.580275 -1.537779 -0.018 0.025 -0.015
C -5.611404 -1.560332 -0.095823 0.013 -0.005 -0.020
C -6.091519 -1.212812 1.301110 -0.020 -0.002 -0.004
N -4.934243 -0.552569 1.886189 0.007 0.001 -0.006
C -5.226692 0.255560 3.047926 -0.009 0.023 0.002
H 0.669667 -3.095227 2.843994 0.006 0.003 0.009
H -0.898959 -2.464071 3.268546 0.004 -0.001 0.006
H 0.179630 -3.057532 4.552100 -0.003 -0.002 0.006
H 2.825524 -1.494342 3.457833 0.000 0.004 -0.007
H 2.186789 -1.976236 5.047608 -0.006 -0.007 0.001
H 2.664788 0.846539 3.991885 -0.016 -0.014 0.001
H 2.981201 0.212684 5.626137 -0.010 -0.009 0.011
H 1.341385 2.294811 6.186194 -0.001 0.002 -0.003
H -0.337439 2.101061 5.623696 0.002 0.001 0.008
H 0.934900 2.525089 4.463967 0.008 -0.004 -0.017
H -2.690588 -0.838370 3.270866 0.001 0.015 0.011
H -1.270490 -0.820134 2.270846 0.011 0.006 -0.001
H -1.501761 1.582802 1.865347 -0.023 0.017 -0.011
H -2.995848 1.635375 2.762974 0.002 0.011 0.017
H -3.223771 0.299324 -1.612588 -0.002 -0.004 0.006
H -4.503445 -0.620961 -2.416467 0.009 -0.005 -0.005
H -3.245485 -1.487077 -1.529220 -0.006 -0.014 -0.002
H -5.094282 -2.526232 -0.112332 -0.001 -0.001 0.006
H -6.418886 -1.563175 -0.831570 -0.005 0.004 0.003
H -6.374191 -2.090836 1.885177 0.002 0.001 0.002
H -6.949510 -0.522528 1.259372 0.001 0.003 0.003
H -5.950280 -0.285554 3.660047 0.004 -0.004 0.002
H -5.665314 1.228208 2.779659 -0.006 -0.007 -0.001
H -4.344933 0.429443 3.657848 0.011 -0.002 0.004
F 4.910375 2.809010 1.110938 -0.015 0.010 -0.028
C 4.975200 1.848130 2.046633 0.000 -0.010 0.039
F 6.307899 1.710231 2.322395 0.011 -0.013 0.000
F 4.443253 2.357685 3.174748 -0.012 0.006 0.003
C 4.372724 0.542861 1.613994 -0.004 -0.002 -0.011
C 5.185856 -0.574837 1.591467 0.002 0.010 -0.007
C 4.689342 -1.789336 1.143148 0.015 0.001 0.013
C 3.374764 -1.798476 0.701639 -0.049 -0.011 0.000
N 2.569346 -0.750158 0.727503 0.049 -0.021 0.017
C 3.004155 0.447190 1.205100 0.005 0.000 -0.001
S 1.889795 1.737246 1.314004 -0.005 0.004 0.009
H 6.214130 -0.493361 1.917147 0.000 -0.002 0.000
H 5.299089 -2.681378 1.114000 -0.002 -0.002 -0.004
H 2.937289 -2.711975 0.303894 0.013 -0.002 -0.005
Se -2.563916 -3.467432 0.911517 -0.003 0.001 0.035
Se -1.181447 -4.443036 -0.710882 0.053 -0.089 0.028
Se -2.069856 -3.942892 -2.828906 -0.047 -0.020 -0.078
Se -0.944573 -2.116067 -3.773016 0.011 0.023 -0.001
N 0.208378 3.562621 -1.393389 -0.006 -0.018 -0.030
H 1.100159 4.021111 -1.544485 0.029 -0.036 0.009
H 0.045992 2.985986 -2.212360 -0.031 0.014 -0.006
H 0.374913 2.912824 -0.627299 0.017 0.033 0.024
```
Forces are in eV/Å.

* frontier orbital gap: 4.99 eV
* energy above the lowest of the compared OMol25 structures with the same formula, charge and spin: 0.0 kcal per mole
* LUMO level: 0.14581 Eh
* HOMO: -1.0 eV
* total charge: -2


# 3
Below is a structure of composition C18H31As3Br4O3Ru, with properties calculated with ωB97M-V with the def2-TZVPD basis set.

```
60
Properties=species:S:1:pos:R:3:forces:R:3
Ru -0.261235 -1.524053 -0.317298 0.532 -0.017 -0.021
C -2.926560 0.705489 1.621800 0.037 0.029 -0.040
As -1.135443 0.117416 1.216508 -0.134 -0.014 -0.114
C -0.784715 -1.393478 2.405891 -0.157 -0.161 0.047
C -0.109366 1.598957 1.962079 0.038 -0.049 -0.022
C 1.410381 1.682741 1.752158 -0.020 0.030 -0.061
C 2.113782 0.507704 2.439196 0.016 -0.003 0.017
C 1.764990 1.707339 0.260090 -0.088 -0.005 0.055
As 1.546198 0.038779 -0.710222 0.062 -0.088 -0.059
C 3.266139 -0.843457 -0.696388 0.018 0.048 0.053
C 1.358154 0.658173 -2.529214 0.049 0.032 0.005
C 1.911182 2.976955 2.425339 0.017 -0.008 0.033
As 1.600991 4.851308 1.818628 0.006 0.001 0.000
C -0.142612 4.846656 0.906737 0.000 0.013 0.002
C 2.720210 4.904105 0.204294 0.004 0.008 0.005
H -3.036314 0.745767 2.705475 -0.017 0.003 -0.013
H -3.625444 -0.005443 1.193399 -0.031 0.001 0.029
H -3.071372 1.701902 1.207857 -0.007 -0.015 -0.030
H -0.126467 -1.113318 3.224247 -0.013 0.066 -0.027
H -0.307761 -2.248149 1.892788 0.043 -0.051 -0.050
H -1.745973 -1.762313 2.753793 0.009 -0.004 0.011
H -0.332450 1.557147 3.032576 0.028 0.054 0.003
H -0.589562 2.496451 1.574250 -0.008 -0.017 -0.006
H 1.793915 -0.459845 2.040369 0.004 -0.006 0.003
H 1.910391 0.508765 3.511582 -0.001 -0.001 0.001
H 3.195168 0.580712 2.308670 -0.003 -0.004 -0.006
H 2.807873 2.000641 0.119511 0.000 -0.004 0.032
H 1.151706 2.441315 -0.264940 0.002 0.004 -0.002
H 4.056356 -0.120801 -0.897631 -0.014 -0.006 -0.021
H 3.253025 -1.610206 -1.468962 -0.017 -0.011 0.006
H 3.435680 -1.307692 0.272956 0.025 -0.004 -0.012
H 2.154082 1.363678 -2.767379 -0.004 -0.008 0.008
H 0.390467 1.146378 -2.632812 0.005 -0.003 -0.028
H 1.411608 -0.195902 -3.201728 -0.011 -0.011 0.014
H 3.004954 2.936430 2.477911 -0.006 -0.001 -0.005
H 1.575220 2.966952 3.466314 -0.006 0.006 -0.005
H -0.951996 4.724751 1.625842 -0.001 -0.006 0.002
H -0.236730 4.109374 0.109260 0.007 -0.005 -0.009
H -0.247787 5.836756 0.462679 -0.001 -0.002 0.001
H 3.725870 4.561775 0.448858 0.001 -0.001 -0.003
H 2.792345 5.944134 -0.111326 -0.003 -0.001 0.001
H 2.325537 4.317992 -0.623540 0.000 0.001 -0.006
Br 0.000746 -4.989866 -6.295933 0.002 -0.010 -0.029
C -0.592867 -4.192466 -4.709425 -0.040 0.010 0.030
C -1.984987 -4.203635 -4.381641 0.054 -0.020 -0.039
Br -3.205544 -5.025350 -5.541092 0.006 -0.001 -0.001
C -2.444714 -3.611002 -3.227332 0.093 0.011 0.010
Br -4.248971 -3.563431 -2.719996 0.003 0.003 0.008
C -1.520768 -2.994614 -2.360366 0.432 -0.254 -0.409
O -1.841808 -2.366272 -1.276396 -0.055 0.358 0.415
C -0.137515 -3.027780 -2.668060 -0.484 -0.117 -0.099
O 0.643049 -2.471593 -1.782265 -0.270 0.332 0.240
C 0.320816 -3.601195 -3.865094 -0.111 -0.049 -0.018
Br 2.160579 -3.512018 -4.207589 0.022 -0.006 -0.015
C -4.179370 -3.228570 1.596484 -0.048 -0.036 -0.037
O -3.468971 -2.236487 0.864957 -0.052 -0.013 0.162
H -3.746774 -4.221814 1.454717 0.001 0.004 0.001
H -5.234596 -3.257679 1.317020 0.005 -0.002 -0.008
H -4.114472 -2.970263 2.652703 0.004 0.010 -0.005
H -3.448272 -2.477849 -0.070309 0.076 -0.013 0.010
```
Forces are in eV/Å.

* frontier orbital gap (spin up / spin down): 5.89 / 5.77 eV
* energy above the lowest of the compared OMol25 structures with the same formula, charge and spin: 51.1 kcal per mole
* 2S+1: 2
* LUMO level (spin up / spin down): -0.18362 / -0.18619 Eh
* HOMO (spin up / spin down): -10.9 / -10.8 eV
* total charge: +1


# 4
Below is a structure of composition C18H31As3NOsS2, with properties calculated with ωB97M-V with the def2-TZVPD basis set.

```
56
Properties=species:S:1:pos:R:3:forces:R:3
Os 0.230434 -0.158437 -0.882906 0.181 0.139 -0.051
C -1.212118 2.612520 0.965928 0.018 0.020 0.026
As -0.549781 2.154582 -0.781101 0.020 0.043 0.149
C -2.081921 2.070025 -1.958935 -0.068 -0.038 -0.012
C 0.654105 3.547291 -1.381210 0.002 0.004 -0.073
C 1.727856 3.117218 -2.401432 -0.039 -0.030 0.089
C 2.262403 4.404733 -3.049264 0.003 -0.005 -0.017
C 2.899825 2.466230 -1.652327 0.002 0.063 -0.020
As 2.583716 0.677530 -0.974695 -0.048 -0.129 0.092
C 3.542691 0.520333 0.688754 -0.010 0.053 0.040
C 3.443497 -0.573803 -2.174236 -0.012 -0.040 0.036
C 1.147288 2.190306 -3.476314 0.029 0.033 -0.032
As 2.419260 1.630379 -4.931319 0.020 -0.013 -0.022
C 1.227513 0.237137 -5.623691 -0.019 0.006 0.025
C 1.982610 2.997026 -6.253752 -0.011 0.009 0.017
H -0.403812 2.570801 1.694352 -0.008 0.004 -0.013
H -2.013157 1.930554 1.245380 0.012 -0.008 -0.011
H -1.602812 3.630663 0.917814 0.009 -0.015 -0.015
H -2.541797 3.061133 -1.976770 0.050 -0.004 0.038
H -2.798742 1.352378 -1.561350 -0.006 0.014 -0.014
H -1.784127 1.798226 -2.969435 0.004 -0.004 0.023
H 1.103841 3.982638 -0.485602 -0.026 0.021 -0.007
H -0.011520 4.303411 -1.810712 -0.005 -0.053 -0.017
H 2.589652 5.114914 -2.288934 0.008 0.008 0.008
H 1.492477 4.883730 -3.655436 -0.002 0.003 0.000
H 3.119184 4.186912 -3.688463 -0.019 0.006 0.003
H 3.197800 3.078511 -0.797870 0.027 -0.010 -0.033
H 3.765829 2.368425 -2.311299 -0.025 -0.035 0.012
H 4.595323 0.739715 0.504799 -0.030 0.004 -0.020
H 3.454405 -0.497207 1.066590 0.010 0.002 -0.002
H 3.153444 1.227319 1.420578 0.002 -0.012 -0.010
H 4.413982 -0.163284 -2.456355 -0.017 0.001 0.012
H 2.855046 -0.726886 -3.077513 0.016 0.013 0.013
H 3.586131 -1.520103 -1.652937 -0.005 0.003 -0.010
H 0.266690 2.644970 -3.939697 -0.019 -0.010 0.019
H 0.807077 1.219084 -3.027309 -0.008 -0.020 -0.027
H 1.154018 -0.597078 -4.921421 0.008 0.001 -0.011
H 1.643793 -0.149649 -6.552689 0.005 -0.003 0.008
H 0.234110 0.637770 -5.828915 -0.005 -0.009 -0.003
H 2.515741 3.923065 -6.049741 -0.006 -0.021 -0.005
H 0.909922 3.184395 -6.294821 -0.001 -0.002 -0.012
H 2.312759 2.622172 -7.222657 0.004 0.012 0.011
S 0.184160 -0.921249 1.130116 -0.012 -0.009 -0.154
C -0.935142 -2.085044 0.487314 -0.079 -0.087 0.060
N -1.191137 -1.706059 -0.786469 -0.008 0.089 -0.269
C -1.947265 -2.644234 -1.442833 0.024 0.077 -0.013
C -2.404090 -2.596412 -2.767733 -0.031 -0.010 -0.066
C -3.179254 -3.638037 -3.216005 0.081 0.159 -0.030
C -3.515962 -4.714673 -2.373957 -0.016 -0.047 0.037
C -3.084901 -4.776332 -1.064799 0.057 0.010 0.122
C -2.287997 -3.731172 -0.607413 -0.078 -0.130 0.006
S -1.609357 -3.546270 0.980534 0.030 -0.046 0.137
H -2.151766 -1.763744 -3.411222 -0.002 -0.001 -0.006
H -3.547255 -3.638057 -4.232349 0.007 0.024 -0.021
H -4.132237 -5.512132 -2.766218 -0.011 -0.023 0.013
H -3.354432 -5.605233 -0.424755 -0.004 -0.008 0.002
```
Forces are in eV/Å.

* frontier orbital gap (spin up / spin down): 3.87 / 3.60 eV
* LUMO level (spin up / spin down): -0.46533 / -0.47490 Eh
* HOMO (spin up / spin down): -16.5 / -16.5 eV
* total charge: +3


Which formula does entry 1 have?
C18H30ClNa2O22